# 1
Here is a molecular structure, C31H45BrN3O3PdS from the Open Molecules 2025 dataset. Energies are from the ωB97M-V functional and the def2-TZVPD basis.

Computed properties:
Electronic energy, eV: -127848.90528
Relative energy (zero: lowest compared OMol25 entry of this formula, charge and spin), kcal/mol: 5.8
Total charge: -1
LUMO level (spin up / spin down), eV: 2.52 / 1.75
Multiplicity: 3
HOMO energy (spin up / spin down), eV: -2.28 / -4.83

Geometry as XYZ:
```
85
Properties=species:S:1:pos:R:3:forces:R:3
Pd -0.62744 0.43031 -0.36736 0.267 1.085 -0.292
C 1.25376 -2.38145 6.42133 0.117 -0.091 -0.115
C 1.91964 -2.93120 5.15210 0.029 -0.111 0.148
C 3.41049 -3.14809 5.43185 -0.232 0.054 -0.042
C 1.29974 -4.29159 4.80548 0.103 0.133 0.038
C 1.67537 -1.95664 4.01042 0.115 0.019 -0.090
C 0.38720 -1.76594 3.52677 -0.060 0.158 -0.079
C 0.16334 -0.85739 2.52279 -0.264 0.030 -0.207
Br -1.65504 -0.65925 1.88420 0.351 -0.172 0.395
C 1.15476 -0.05879 1.90103 0.213 -0.754 0.943
O 0.86210 0.85396 1.04667 -0.520 0.593 -1.079
C 2.48202 -0.32696 2.35818 -0.340 0.213 -0.290
C 2.68315 -1.22735 3.39241 -0.253 -0.159 0.180
C 3.73669 0.27904 1.72747 0.171 0.097 -0.083
C 3.45744 1.21279 0.55042 -0.010 -0.033 -0.005
C 4.59816 -0.87925 1.19134 -0.057 0.168 0.088
C 4.52665 1.07388 2.77934 -0.090 -0.153 -0.125
H 1.38037 -3.07190 7.25388 0.005 -0.106 0.137
H 0.19062 -2.22910 6.25686 -0.150 0.028 0.020
H 1.69263 -1.42450 6.69514 0.039 0.124 0.036
H 3.53428 -3.87324 6.23580 -0.024 -0.056 0.077
H 3.89525 -2.22401 5.74037 0.086 0.091 0.008
H 3.91713 -3.53568 4.55015 0.098 -0.010 -0.089
H 1.48872 -5.01583 5.59719 0.011 -0.071 0.117
H 1.72536 -4.67167 3.87947 0.020 -0.068 -0.108
H 0.22563 -4.20489 4.67407 -0.146 -0.066 -0.034
H -0.45901 -2.30271 3.92532 -0.068 -0.110 0.085
H 3.69574 -1.37473 3.72603 0.186 -0.050 0.051
H 2.85498 0.70784 -0.19912 0.004 0.100 -0.066
H 4.40111 1.51599 0.09397 0.169 -0.009 0.018
H 2.92683 2.10326 0.87518 -0.083 0.052 -0.075
H 4.02970 -1.44682 0.45731 -0.030 -0.090 -0.076
H 4.90295 -1.55575 1.98710 0.042 -0.087 0.031
H 5.49512 -0.49235 0.70928 0.124 0.061 -0.054
H 3.90444 1.86088 3.20085 -0.050 0.094 0.038
H 5.40178 1.53230 2.31917 0.109 0.050 -0.036
H 4.86475 0.43584 3.59235 0.060 -0.049 0.130
O -0.38731 -1.83793 -0.90609 0.184 0.265 0.058
C -1.33116 -1.59979 -1.73713 0.219 -0.509 -0.018
N -1.81610 -0.32784 -1.81267 0.136 -0.114 0.304
C -2.70707 -0.20786 -2.85154 -0.230 0.372 -0.198
O -3.20634 0.86831 -3.24548 -0.128 0.073 -0.130
C -2.89606 -1.54524 -3.38234 0.420 -0.136 0.319
C -3.73326 -2.05493 -4.36583 -0.125 -0.040 -0.120
C -3.66621 -3.40078 -4.66220 -0.230 0.097 -0.247
C -2.74277 -4.24633 -4.01592 0.136 -0.254 0.112
C -1.90780 -3.76371 -3.03508 0.067 -0.212 -0.025
C -1.99192 -2.41644 -2.69128 -0.321 0.295 -0.182
H -4.43120 -1.40687 -4.87984 -0.032 0.052 -0.033
H -4.33236 -3.81889 -5.40836 0.030 0.016 -0.026
H -2.69674 -5.29444 -4.29500 -0.009 0.058 0.019
H -1.19222 -4.40400 -2.53729 0.009 -0.088 0.039
C -2.47752 4.05811 -3.01874 -0.244 0.003 -0.285
N -2.62182 4.23966 -1.58197 0.064 -0.195 -0.055
C -1.74042 5.24116 -1.02602 0.050 0.155 0.139
C -2.89900 3.14774 -0.79230 -0.555 0.155 0.378
S -1.93813 2.81071 0.55223 0.492 -0.438 0.387
N -4.02204 2.46938 -1.03539 0.386 0.228 -0.196
C -5.00367 2.86129 -2.01967 -0.130 0.099 -0.295
C -4.31827 1.22410 -0.37397 0.192 -0.526 0.278
H -1.43185 4.20381 -3.30782 -0.002 -0.024 0.044
H -3.08582 4.79280 -3.55389 0.031 -0.015 -0.098
H -2.77197 3.04862 -3.30633 0.024 0.001 -0.030
H -1.84998 6.15736 -1.60574 -0.026 0.037 -0.100
H -0.69134 4.92841 -1.03201 -0.001 0.001 -0.029
H -2.03231 5.42828 0.00431 0.118 0.126 -0.025
H -4.90120 3.91738 -2.25814 -0.036 -0.014 0.057
H -5.99589 2.68312 -1.60034 0.001 0.025 0.020
H -4.88015 2.25561 -2.92111 -0.045 0.061 0.048
H -3.41071 0.81623 0.07925 -0.354 0.130 -0.137
H -4.68630 0.51138 -1.11181 -0.033 0.046 -0.023
H -5.07132 1.37332 0.40596 0.012 0.039 0.003
C 1.00360 1.95186 -4.18270 -0.203 -0.141 0.261
C 0.65638 0.90738 -3.11437 0.118 -0.348 0.020
C 1.85394 0.00686 -2.80827 -0.317 -0.031 0.040
C 0.14648 1.61284 -1.86945 0.031 -0.074 -0.217
H 1.36931 1.46395 -5.08411 0.075 -0.034 -0.099
H 1.76678 2.64156 -3.82314 0.120 0.081 0.027
H 0.11325 2.52207 -4.44161 -0.051 0.119 -0.093
H -0.14228 0.27834 -3.52280 0.059 0.125 0.089
H 2.72729 0.60162 -2.54206 0.110 0.068 0.074
H 2.10671 -0.60559 -3.67462 0.042 -0.026 -0.036
H 1.60326 -0.65976 -1.97798 0.125 -0.024 -0.076
H -0.68129 2.27558 -2.14182 0.062 -0.194 0.246
H 0.94839 2.19257 -1.39237 -0.181 -0.196 0.217
```
Positions in Å, forces in eV/Å.

Löwdin atomic charge list, values in e, 2 entries: 0.8934 -0.0497

---

# 2
Here is a molecular structure, C31H45Cl2GeN6O2SSi3Tc from the Open Molecules 2025 dataset. Energies are from the ωB97M-V functional and the def2-TZVPD basis.

Computed properties:
Electronic energy, eV: -164129.89685
Total charge: +2
LUMO level (spin up / spin down), eV: -6.64 / -6.65
Multiplicity: 1
HOMO energy (spin up / spin down), eV: -12.54 / -12.67

Geometry as XYZ:
```
92
Properties=species:S:1:pos:R:3:forces:R:3
Tc 1.43429 -1.07692 0.27224 0.781 0.024 1.185
Cl 0.92116 -1.61295 7.13542 -0.003 0.024 0.019
C 1.24229 -1.95644 5.48469 0.032 -0.047 -0.016
C 0.94952 -0.99594 4.53032 -0.106 0.141 0.057
C 1.18804 -1.25012 3.19431 0.276 0.051 -0.091
N 0.80796 -0.29700 2.22338 -0.364 -0.091 0.023
C 1.57434 0.56659 1.57932 -0.252 0.174 0.767
O 2.78528 0.29627 1.17359 -0.339 -0.311 -0.836
C 0.95716 1.93022 1.50571 0.021 0.034 -0.239
C 1.23731 2.79977 2.54592 0.029 -0.014 -0.030
C 0.56796 4.00714 2.61921 -0.015 -0.017 0.033
C -0.41000 4.28677 1.67537 0.012 0.061 0.051
C -0.62592 3.38513 0.66110 0.061 -0.096 0.021
N 0.07219 2.23957 0.54734 0.020 0.034 -0.285
C 1.73258 -2.46264 2.80297 0.178 -0.180 0.011
C 2.03256 -3.43238 3.75432 0.046 -0.149 -0.200
C 1.77537 -3.18525 5.09168 -0.029 0.095 0.037
Cl 2.11646 -4.40986 6.24640 0.024 0.000 -0.014
N 1.93860 -2.55500 1.40213 -0.232 0.303 -0.441
C 2.71068 -3.57166 0.81190 -0.166 0.190 0.037
O 3.19769 -4.50440 1.38345 0.116 -0.127 0.087
C 2.87087 -3.39107 -0.67138 -0.083 -0.006 0.267
C 3.59995 -4.27875 -1.42633 0.112 -0.195 -0.084
C 3.64004 -4.10598 -2.80422 -0.095 0.038 0.073
C 2.93028 -3.05139 -3.35827 -0.019 -0.044 -0.027
C 2.25016 -2.18837 -2.51866 -0.119 0.129 -0.055
N 2.23047 -2.33613 -1.19106 0.279 -0.165 -0.814
H 0.52899 -0.04547 4.83082 -0.049 -0.044 0.007
H 1.96491 2.50767 3.29221 -0.001 0.018 -0.007
H 0.78265 4.70463 3.41819 -0.009 0.000 -0.009
H -0.99422 5.19450 1.72502 -0.003 -0.012 -0.043
H -1.36917 3.57345 -0.09506 -0.034 0.018 0.068
H 2.46932 -4.37235 3.45832 -0.059 0.004 0.086
H 4.11771 -5.08557 -0.92538 -0.050 -0.015 0.000
H 4.19323 -4.78973 -3.43370 0.022 0.007 0.023
H 2.90229 -2.89683 -4.42807 0.015 0.039 0.013
H 1.69708 -1.34118 -2.90500 0.032 0.004 -0.027
C -3.32852 2.24773 -1.22096 -0.028 -0.041 -0.005
Si -1.87796 2.45615 -2.36663 0.495 0.100 -0.220
C -1.19247 4.20397 -2.49429 -0.016 0.060 0.036
C -2.11574 1.81369 -4.09725 -0.110 -0.190 -0.002
Ge 0.02309 1.25919 -1.26807 0.186 -0.080 0.610
Si 2.47165 1.70832 -2.01959 -0.670 -0.196 -0.157
C 1.84010 1.88145 -3.77076 0.177 0.089 -0.092
C 3.88941 0.52783 -1.84522 0.029 -0.040 0.052
C 2.78019 3.33718 -1.19621 -0.072 0.050 0.165
Si -1.62246 -2.37319 -1.96600 0.395 0.522 0.016
C -3.40102 -2.28591 -1.46842 -0.104 -0.114 0.000
C -1.28882 -1.74657 -3.67996 -0.063 -0.242 -0.145
C -0.72515 -3.91984 -1.46983 -0.044 -0.115 -0.087
H -3.73718 3.22289 -0.94508 -0.003 -0.017 0.002
H -3.06208 1.72077 -0.30131 -0.052 0.052 0.032
H -4.12500 1.69054 -1.71942 0.022 -0.011 0.013
H -1.91752 4.93229 -2.12020 0.012 -0.015 -0.014
H -0.99805 4.45100 -3.53978 0.002 -0.024 0.010
H -0.26475 4.35716 -1.94113 -0.018 0.058 -0.047
H -2.53183 2.62510 -4.70105 -0.003 0.001 0.033
H -2.81802 0.98080 -4.14980 0.021 0.006 -0.006
H -1.17751 1.50944 -4.56460 -0.020 0.050 -0.030
H 1.47414 0.92878 -4.16419 0.023 0.012 -0.013
H 2.62047 2.24149 -4.44715 -0.012 -0.022 0.010
H 1.01636 2.59936 -3.80494 0.042 0.011 -0.055
H 3.90360 -0.22440 -2.63048 0.033 0.022 -0.050
H 3.90453 0.03874 -0.87495 0.095 0.015 0.025
H 4.81030 1.11432 -1.92416 -0.040 0.034 -0.043
H 1.92674 4.01489 -1.26392 0.041 0.003 0.002
H 3.62622 3.81576 -1.69912 -0.015 -0.009 0.005
H 3.04820 3.21242 -0.14508 0.011 0.004 -0.020
H -3.81050 -1.28319 -1.61267 0.012 -0.011 -0.012
H -3.53152 -2.57431 -0.42279 0.006 0.006 -0.013
H -3.99774 -2.97662 -2.07114 0.016 0.019 0.000
H -1.49464 -0.68003 -3.75005 -0.009 -0.007 -0.002
H -1.93107 -2.25436 -4.40578 0.025 0.018 0.006
H -0.25592 -1.92548 -3.98248 -0.013 0.002 0.012
H -0.33786 -3.84227 -0.45196 -0.053 -0.054 0.021
H 0.10679 -4.12975 -2.14514 0.010 0.033 0.029
H -1.39833 -4.77980 -1.50577 -0.006 0.022 0.020
C -2.02522 1.67926 4.31477 0.007 -0.016 -0.059
N -2.72566 0.87815 3.34333 -0.234 -0.191 0.015
C -3.96866 0.18850 3.74577 0.124 0.047 -0.085
C -4.37755 -0.53136 2.45574 0.159 0.082 -0.078
N -3.33644 -0.05494 1.52124 -0.311 -0.218 0.287
C -2.38041 0.71246 2.06857 0.127 0.342 -0.054
S -0.77450 -0.80325 -0.54377 -0.119 0.059 0.122
H -2.58348 2.58651 4.56090 0.004 0.006 0.022
H -1.05517 1.95457 3.90686 -0.020 -0.009 -0.013
H -1.87847 1.11143 5.23657 0.016 0.008 0.006
H -4.71461 0.91310 4.07496 -0.010 -0.008 0.031
H -3.76231 -0.49861 4.56710 -0.056 0.012 0.035
H -5.36659 -0.23917 2.10808 -0.045 -0.031 0.040
H -4.34687 -1.61578 2.56104 -0.017 -0.018 0.005
H -3.22423 -0.47476 0.61802 0.043 0.058 -0.007
```
Positions in Å, forces in eV/Å.

Löwdin atomic charge list, values in e, 2 entries: 1.2149 0.7263

---

# 3
Here is a molecular structure, C31H45CoN4O3PS4 from the Open Molecules 2025 dataset. Energies are from the ωB97M-V functional and the def2-TZVPD basis.

Computed properties:
Electronic energy, eV: -135238.92276
Relative energy (zero: lowest compared OMol25 entry of this formula, charge and spin), kcal/mol: 0.0
LUMO level (spin up / spin down), eV: -0.15 / -0.16
Multiplicity: 2
HOMO energy (spin up / spin down), eV: -7.58 / -7.47

Geometry as XYZ:
```
89
Properties=species:S:1:pos:R:3:forces:R:3
Co -0.39533 -1.26943 0.68746 -0.183 -0.444 -0.041
C -5.53287 -0.89298 2.88087 0.010 -0.015 0.002
C -4.91199 -1.86932 3.65203 -0.007 0.020 -0.010
C -3.57063 -2.15731 3.47048 -0.010 -0.038 0.033
C -2.84745 -1.46648 2.50522 0.096 0.003 -0.041
C -3.46192 -0.49900 1.72316 -0.041 0.058 -0.025
C -4.80439 -0.20872 1.92004 0.016 -0.003 -0.002
N -1.44828 -1.70913 2.29659 -0.090 0.011 0.080
N -0.85798 -2.23156 3.26578 0.089 -0.023 -0.001
C 0.51388 -2.39297 3.02197 -0.094 -0.013 0.049
C 1.29570 -2.95588 4.02976 0.025 -0.010 0.002
C 2.65245 -3.09102 3.81051 -0.012 0.005 -0.020
C 3.18851 -2.66264 2.59545 0.021 -0.017 0.027
C 2.38810 -2.10745 1.60556 -0.027 0.004 -0.009
C 1.01304 -1.95150 1.78656 0.048 0.199 0.064
H -6.58341 -0.67543 3.02338 0.001 0.005 0.010
H -5.47767 -2.41185 4.39839 -0.006 -0.004 -0.006
H -3.07477 -2.91139 4.06447 -0.005 -0.001 -0.008
H -2.88906 0.02686 0.97129 0.011 -0.020 -0.001
H -5.27836 0.55175 1.31306 -0.008 -0.001 0.003
H 0.83253 -3.27236 4.95606 -0.008 0.004 -0.004
H 3.29142 -3.52119 4.57045 0.006 -0.003 -0.005
H 4.25500 -2.76137 2.42497 -0.001 0.002 -0.001
H 2.84468 -1.77925 0.67984 0.003 0.011 0.006
C 0.48878 -5.09185 -3.88479 -0.034 0.016 0.015
C 1.00132 -4.62810 -2.53373 0.009 0.012 0.008
C 2.31131 -3.87151 -2.63173 0.013 0.006 0.018
O -0.02512 -3.89482 -1.82024 -0.004 -0.021 -0.035
P -0.45168 -2.37141 -1.92500 0.070 0.030 -0.128
S -2.09578 -2.18123 -0.84229 0.051 0.151 0.102
S 0.91104 -1.08488 -1.23503 -0.023 0.122 0.189
O -0.64809 -2.24360 -3.50625 0.041 -0.002 -0.050
C -0.89062 -1.04614 -4.28931 -0.056 -0.002 0.008
C 0.41707 -0.36348 -4.64363 0.020 -0.017 -0.010
C -1.87868 -0.10144 -3.63270 0.005 -0.003 0.023
H 1.16911 -5.84419 -4.28762 0.002 0.005 -0.006
H 0.42493 -4.26284 -4.58793 -0.002 0.011 0.004
H -0.50051 -5.53694 -3.78354 0.005 -0.012 0.008
H 1.14347 -5.49964 -1.89303 0.018 0.000 -0.001
H 2.21046 -2.99108 -3.26886 0.000 0.004 -0.016
H 3.06303 -4.53077 -3.06998 -0.001 0.004 -0.002
H 2.65205 -3.54618 -1.64927 -0.005 -0.008 -0.007
H -1.33302 -1.45150 -5.20123 -0.031 0.005 0.014
H 0.86533 0.09214 -3.76128 -0.003 0.015 0.022
H 0.22184 0.41733 -5.38167 0.012 -0.005 -0.003
H 1.12167 -1.07641 -5.07522 -0.004 0.001 0.007
H -1.44340 0.35978 -2.74415 -0.004 -0.005 0.001
H -2.78559 -0.62543 -3.33634 -0.008 0.010 -0.020
H -2.14052 0.68482 -4.34301 0.018 0.005 -0.004
C -4.25784 6.20794 2.49970 0.004 0.000 -0.002
C -3.35991 5.00295 2.56493 -0.001 0.006 0.013
C -2.72424 4.52189 1.42465 0.010 -0.019 -0.018
C -1.91417 3.39648 1.47469 -0.004 0.024 0.017
C -1.73878 2.75017 2.68530 -0.025 0.015 0.001
C -2.37377 3.19758 3.83478 0.005 -0.002 -0.016
C -3.17208 4.32679 3.76944 -0.011 0.006 -0.002
S -0.72109 1.29034 2.75983 0.037 -0.147 0.047
C 0.81737 2.07321 3.23210 -0.032 0.037 0.047
O -0.53950 0.86138 1.33066 0.017 0.087 -0.264
H -4.06174 6.79764 1.60523 -0.001 0.001 0.000
H -4.11909 6.84931 3.37008 -0.001 0.001 0.000
H -5.30740 5.90759 2.47737 0.001 -0.003 0.000
H -2.86607 5.03481 0.48064 0.001 0.002 0.002
H -1.42441 3.00679 0.59115 -0.003 0.000 -0.008
H -2.25352 2.66269 4.76996 0.000 0.000 0.000
H -3.66903 4.68337 4.66392 0.004 0.000 0.001
H 1.08699 2.80721 2.47489 0.009 -0.009 0.020
H 1.56884 1.28595 3.28430 -0.011 0.002 -0.002
H 0.67357 2.53278 4.21003 0.005 0.003 0.005
C 1.08246 2.69855 -1.43382 -0.002 0.005 -0.015
N 2.34771 2.15158 -1.89389 0.097 0.002 0.148
C 3.07350 3.08190 -2.75233 -0.031 -0.050 -0.044
C 3.11011 1.44188 -0.96897 -0.128 -0.100 -0.130
S 2.86008 1.58102 0.67166 0.106 0.034 -0.048
N 4.02790 0.61545 -1.52123 0.109 0.110 0.009
C 5.02575 -0.07061 -0.72433 -0.017 -0.004 -0.003
C 4.00287 0.20716 -2.91388 -0.020 -0.027 0.006
H 0.48768 2.94817 -2.31574 0.005 0.009 0.006
H 1.22402 3.60222 -0.82841 -0.006 -0.007 0.000
H 0.55462 1.95835 -0.83616 -0.009 -0.014 -0.007
H 3.13964 4.06674 -2.27436 0.000 0.000 -0.001
H 2.55837 3.19319 -3.70848 -0.006 0.002 0.006
H 4.08368 2.73134 -2.94143 0.001 -0.005 -0.006
H 4.97313 0.27242 0.30292 0.010 0.006 -0.001
H 6.02195 0.12342 -1.13078 -0.013 -0.013 -0.024
H 4.84176 -1.14826 -0.75363 0.003 -0.003 0.033
H 3.05426 0.47710 -3.36521 -0.014 0.004 -0.006
H 4.11644 -0.87809 -2.95680 -0.018 -0.004 -0.006
H 4.82033 0.65859 -3.48431 0.004 -0.002 0.004
```
Positions in Å, forces in eV/Å.

Löwdin atomic charge list, values in e, 2 entries: 0.0707 -0.0883

---

Which of these has the highest electronic energy? C31H45BrN3O3PdS

---

Among the records above, which one has the highest electronic energy? C31H45BrN3O3PdS

---

The highest electronic energy belongs to which entry? C31H45BrN3O3PdS